[1]
10
Properties=species:S:1:pos:R:3:forces:R:3 method="wB97M-V/def2-TZVPD" homo_lumo_gap_ev=8.690 e_above_lowest_kcal_mol=0.53 fmax_ev_per_a=1.41 smiles="S=C(NS)C(Cl)(Cl)Cl" charge=0
C 0.047440 0.539765 -0.121832 0.1 -0.1 0.0
C -1.431580 0.045301 -0.123024 0.1 0.2 0.0
H 2.814229 0.237454 0.980607 0.0 -0.1 -0.2
H 0.548677 -1.475235 0.043891 0.3 1.4 -0.2
N 0.909151 -0.505111 -0.089573 -0.2 -1.2 0.1
S 2.603221 -0.388088 -0.204847 -0.2 0.2 0.3
S 0.485631 2.104807 -0.131706 -0.1 -0.2 0.0
Cl -1.701621 -0.910390 1.365589 0.0 0.0 -0.1
Cl -1.681693 -1.005785 -1.541005 0.0 0.0 0.0
Cl -2.593458 1.357286 -0.178100 0.1 -0.1 0.0

---

[2]
14
Properties=species:S:1:pos:R:3:forces:R:3 method="wB97M-V/def2-TZVPD" homo_lumo_gap_ev=9.439 e_above_lowest_kcal_mol=137.98 fmax_ev_per_a=1.52 smiles="C=C1C=C1.C1=NC1" charge=0
C 1.610065 -0.025967 0.183275 0.8 1.3 -0.2
C -1.865699 0.907328 -0.203718 -0.9 -0.9 0.4
C 0.873795 -1.107451 0.244160 -0.4 -0.7 0.0
C 2.523326 0.956838 0.727333 -0.7 -0.3 -1.1
C -2.623072 -0.277960 0.152281 0.3 -0.4 -0.3
C 2.123708 1.132974 -0.522681 0.0 -0.7 1.2
N -2.883879 1.160932 0.475971 0.3 0.8 -0.1
H 0.295913 -1.436363 -0.603420 -0.1 0.0 -0.1
H 0.835607 -1.716475 1.130089 0.0 0.0 0.2
H -1.023972 1.320924 -0.700109 0.4 0.5 -0.2
H 3.111998 1.302873 1.543764 0.2 0.2 0.3
H -3.270288 -0.748105 -0.575835 -0.1 0.0 0.0
H -2.283543 -0.913236 0.959275 0.0 0.0 0.1
H 2.151861 1.716415 -1.411354 0.1 0.3 -0.4

---

[3]
12
Properties=species:S:1:pos:R:3:forces:R:3 method="wB97M-V/def2-TZVPD" homo_lumo_gap_ev="7.945 / 7.934" e_above_lowest_kcal_mol=103.07 fmax_ev_per_a=4.68 charge=0
C -0.807805 -0.412907 -0.023226 -1.6 1.1 -3.7
N -0.570888 -1.020895 1.155808 1.1 -0.1 4.6
N 0.379395 -0.421615 -0.887582 0.4 -1.8 -2.1
N -1.194088 0.974002 0.074932 -0.9 0.3 0.9
O 1.679133 1.489185 0.265892 0.3 -0.4 -0.3
O 2.771614 -0.780511 -0.006113 -0.3 0.6 -0.2
S 1.600842 0.047710 0.161349 0.4 -1.4 0.3
H -1.487959 -1.105415 -0.735819 0.4 1.6 1.8
H -0.836269 -0.414371 2.050125 0.3 -1.4 -2.7
H 0.381195 -1.173910 -1.679243 1.0 1.7 2.3
H -0.398105 1.554206 0.465199 -1.5 -0.8 -1.1
H -1.517065 1.264520 -0.841327 0.4 0.6 0.2

---

[4]
67
Properties=species:S:1:pos:R:3:forces:R:3 method="wB97M-V/def2-TZVPD" homo_lumo_gap_ev=8.114 e_above_lowest_kcal_mol=3.69 fmax_ev_per_a=1.06 smiles="CCN1CCC[C@H]1CNC(=O)c1cn(C)c2ccc(S(=O)(=O)N3CCCCCC3)cc2c1=O" charge=0
C 4.777139 -2.341962 3.665076 0.2 -0.2 -0.1
H 5.503947 -1.724204 4.187223 0.0 0.1 0.1
H 4.092184 -1.688272 3.131799 -0.1 0.1 0.0
H 4.215468 -2.916353 4.396812 -0.1 0.0 0.1
C 5.496387 -3.285140 2.708110 -0.1 0.1 0.2
N 4.590383 -4.223243 2.082245 0.1 -0.1 -0.1
C 5.263515 -5.352445 1.456416 0.1 -0.2 0.0
C 4.295350 -5.824214 0.380089 0.1 0.1 0.1
H 4.783741 -6.420615 -0.387982 0.0 -0.1 0.0
C 3.747494 -4.501153 -0.146274 0.1 0.1 0.1
H 2.785289 -4.610568 -0.640844 0.0 0.0 -0.1
H 4.454485 -4.054199 -0.847701 0.0 0.0 0.0
C 3.644796 -3.649218 1.126358 -0.5 0.1 0.1
C 2.221081 -3.709126 1.717096 0.3 -0.1 0.0
N 1.301359 -2.884839 0.977004 0.2 0.2 0.1
C 0.403391 -3.374379 0.112199 -0.1 0.2 0.0
O 0.222003 -4.565474 -0.098831 0.0 -0.3 -0.1
C -0.416047 -2.337573 -0.597155 0.0 0.0 -0.1
C -1.376818 -2.814304 -1.434455 0.3 -0.1 0.3
N -2.220428 -2.057552 -2.160223 0.1 -0.1 0.1
C -2.134212 -0.686292 -2.084050 0.3 0.6 0.2
C -2.994668 0.147418 -2.817187 0.0 0.0 0.0
C -2.889053 1.515161 -2.717935 -0.1 -0.1 -0.1
C -1.918574 2.084608 -1.903471 0.3 0.5 0.1
C -1.060807 1.291484 -1.185698 0.1 0.0 0.0
C -1.157321 -0.101838 -1.253563 -0.2 0.1 -0.2
C -0.232672 -0.910120 -0.440742 -0.1 -0.2 -0.1
O 0.598922 -0.379505 0.294430 0.0 0.2 0.0
H -0.288664 1.728354 -0.570720 0.1 0.0 0.1
S -1.867812 3.869870 -1.756575 -0.3 -0.7 0.2
O -2.357692 4.439767 -2.977131 -0.3 0.0 0.0
O -0.564105 4.246497 -1.291263 -0.1 -0.3 0.2
N -3.034571 4.078076 -0.593172 0.7 0.0 -0.8
C -4.119664 4.991889 -0.863346 -0.3 0.5 -0.5
H -4.588592 4.661467 -1.793263 -0.2 0.1 0.1
C -3.711298 6.466632 -1.006373 0.1 0.0 0.0
H -3.496830 6.669611 -2.056110 -0.1 0.1 0.0
C -2.474893 6.850164 -0.192365 -0.3 0.1 0.1
H -1.588916 6.444008 -0.683237 0.1 0.2 0.0
C -2.496806 6.364627 1.260741 0.3 0.0 -0.1
C -1.840724 4.993301 1.417474 -0.2 0.0 0.0
H -0.854343 5.019988 0.953442 0.0 0.0 0.1
C -2.646338 3.859293 0.780061 0.5 -0.1 0.5
H -3.563471 3.682457 1.353102 0.1 -0.1 -0.1
H -2.053582 2.940832 0.796805 -0.1 -0.1 0.2
H -1.715065 4.760766 2.477591 0.0 -0.1 0.0
H -1.940743 7.072857 1.878943 -0.1 0.0 0.0
H -3.522796 6.338434 1.635565 -0.1 0.1 0.1
H -2.390384 7.939014 -0.214075 0.1 0.0 -0.1
H -4.560593 7.085456 -0.706643 0.0 0.0 0.0
H -4.844138 4.870483 -0.053523 0.1 -0.1 0.0
H -3.536741 2.169724 -3.278551 -0.2 0.0 -0.1
H -3.745802 -0.274642 -3.463858 -0.1 0.0 -0.1
C -3.201323 -2.692351 -3.010137 -0.3 -0.1 -0.3
H -3.052062 -2.402993 -4.052013 0.0 0.0 0.0
H -3.095886 -3.771806 -2.930891 0.0 0.1 0.0
H -4.212261 -2.417182 -2.703561 0.0 0.0 0.0
H -1.473408 -3.888962 -1.522055 0.0 0.0 0.0
H 1.395120 -1.873066 1.028540 -0.2 -0.1 -0.1
H 1.852952 -4.735800 1.683479 0.1 0.0 0.1
H 2.247597 -3.373956 2.756077 0.0 -0.1 0.0
H 3.883177 -2.596943 0.915861 0.0 0.0 0.0
H 3.493382 -6.410119 0.827398 0.0 -0.1 0.0
H 5.473851 -6.117354 2.208448 0.1 0.0 -0.1
H 6.218810 -5.048818 0.995125 0.0 0.0 0.0
H 6.053770 -2.692405 1.957522 0.0 -0.1 0.0
H 6.224508 -3.873251 3.273945 0.0 0.1 -0.1

---

[5]
12
Properties=species:S:1:pos:R:3:forces:R:3 method="wB97M-V/def2-TZVPD" homo_lumo_gap_ev=9.378 e_above_lowest_kcal_mol=95.52 fmax_ev_per_a=0.43 charge=0
O 1.645642 -0.238097 -0.775280 0.2 -0.3 0.1
C 0.995990 0.355232 0.301466 0.0 0.1 0.1
C -0.477869 0.674679 0.102106 -0.2 0.0 -0.2
C -1.153180 -0.488374 -0.594535 0.0 -0.1 0.0
C 0.514894 -0.285070 1.625176 0.2 0.3 0.2
O -0.615382 0.419900 1.539797 0.2 -0.3 0.2
H 2.245570 -0.926496 -0.467576 0.0 0.0 0.1
H 1.547236 1.224127 0.696992 -0.1 0.1 -0.2
H -0.808826 1.673918 -0.210452 0.0 -0.2 0.2
H -2.241556 -0.440378 -0.517309 0.1 0.1 -0.1
H -0.829490 -0.575553 -1.633488 -0.2 0.2 0.0
H -0.823028 -1.393889 -0.066897 -0.2 0.1 -0.3

---

[6]
105
Properties=species:S:1:pos:R:3:forces:R:3 method="wB97M-V/def2-TZVPD" homo_lumo_gap_ev="7.193 / 6.297" s2=3.78 fmax_ev_per_a=0.47 multiplicity=4 charge=+2
Mo -0.107621 1.325065 -0.869628 -0.3 0.0 0.1
O 0.469822 1.151921 1.938172 0.0 -0.2 0.1
C 1.538131 2.074197 2.017894 0.1 0.1 0.0
C 2.479016 1.828880 0.868462 0.0 0.1 0.0
C 3.827926 2.117245 1.023501 -0.1 -0.1 0.0
C 4.697541 1.925918 -0.031599 0.0 0.0 0.0
C 4.203575 1.405737 -1.219045 -0.1 0.0 0.1
C 2.854213 1.148605 -1.314380 0.0 0.0 0.1
N 1.992251 1.380299 -0.302021 0.1 0.1 -0.1
H -0.192656 1.385629 2.600132 0.0 0.1 -0.1
H 2.093310 1.951631 2.953051 0.0 0.0 -0.1
H 1.175879 3.106633 1.959846 0.0 -0.1 0.0
H 4.180170 2.480439 1.978381 0.0 0.0 0.0
H 5.746749 2.162475 0.074664 0.0 0.0 0.0
H 4.843111 1.207911 -2.065457 0.0 0.0 0.0
H 2.416401 0.749238 -2.218927 0.0 0.0 0.0
Br -4.621901 0.130731 2.583309 0.1 -0.1 0.0
C -4.067184 1.888013 2.186590 0.0 0.1 0.0
C -4.833929 2.962765 2.628619 0.0 -0.2 0.0
N -4.529903 4.222597 2.350796 0.0 0.0 0.0
C -3.455614 4.453118 1.607280 0.1 0.0 -0.1
C -2.621339 3.443107 1.128726 -0.1 0.2 0.0
C -2.928448 2.122025 1.437973 -0.1 0.0 0.0
C -1.482423 3.834054 0.240848 0.1 0.0 -0.2
O -1.431658 4.888382 -0.339168 -0.1 -0.1 0.1
O -0.519271 2.920073 0.146320 0.1 0.1 0.2
H -5.724704 2.790098 3.220912 0.0 0.0 0.0
H -3.231382 5.486227 1.372003 0.0 0.0 0.0
H -2.333224 1.290777 1.077669 0.0 0.0 0.0
C 0.541147 3.910547 -7.671421 0.0 0.0 -0.1
C 0.045199 2.958819 -6.641210 -0.1 -0.1 0.1
C -0.713102 1.841389 -6.882599 0.1 0.1 0.1
C -1.100076 1.052537 -5.788557 0.0 -0.1 -0.1
N -0.769747 1.352487 -4.535140 -0.1 0.1 0.1
C -0.035742 2.426547 -4.304937 0.1 0.1 0.0
S 0.470945 2.959912 -2.762141 0.0 -0.1 0.1
N 0.358224 3.219759 -5.351135 0.0 -0.1 0.0
C -1.917003 -0.180484 -5.969921 0.0 0.0 0.0
H 0.410658 3.497691 -8.667461 0.0 0.0 0.0
H 1.597423 4.129988 -7.518201 0.0 0.0 0.0
H -0.013072 4.848237 -7.608252 0.0 0.0 0.0
H -0.994816 1.579642 -7.890166 0.0 0.0 0.0
H 0.934456 4.023586 -5.129630 0.0 0.0 0.0
H -1.998218 -0.470691 -7.013654 0.0 0.0 0.0
H -2.917898 -0.008407 -5.570734 0.0 0.0 0.0
H -1.479742 -0.989848 -5.386623 0.0 0.0 0.0
C 0.090694 -3.833803 8.043424 0.0 0.0 0.1
C 0.157612 -3.457622 6.594231 0.0 0.0 0.0
C 0.878983 -4.225526 5.686771 0.0 0.0 0.0
C 0.965722 -3.887726 4.343263 0.0 0.0 0.1
C 1.755046 -4.757585 3.406593 0.1 -0.1 0.0
C 0.295607 -2.733109 3.917340 0.0 0.0 0.1
Te 0.407278 -2.254988 1.879793 0.0 -0.1 -0.1
N -0.483442 -0.487352 -0.198166 -0.1 0.5 0.0
C -0.253492 -1.030897 -1.358406 0.1 -0.2 -0.3
O 0.286241 -0.226794 -2.249203 0.1 0.0 0.0
C -0.565794 -2.422914 -1.723979 0.0 0.0 0.0
C 0.101703 -3.032580 -2.783728 0.0 0.0 0.0
C -0.179122 -4.350164 -3.103487 0.0 0.0 0.0
C -1.133614 -5.053256 -2.377440 0.0 0.0 0.0
C -1.814693 -4.440862 -1.334010 0.0 0.0 0.0
C -1.531124 -3.124340 -1.005013 0.0 0.0 0.0
C 2.396325 -1.616475 1.962132 -0.1 0.0 0.0
C 2.862965 -1.091905 3.166121 0.1 0.0 0.1
C 4.196134 -0.741179 3.292374 0.0 0.0 0.0
C 5.054598 -0.928001 2.217826 0.0 0.0 0.0
C 4.580078 -1.445560 1.023220 0.0 0.0 0.0
C 3.241903 -1.794834 0.860135 0.1 0.0 0.1
C 2.774749 -2.353315 -0.450048 0.0 -0.1 -0.1
C -0.442880 -1.938798 4.797211 0.0 -0.1 0.1
C -1.134164 -0.676357 4.375347 -0.1 0.1 -0.1
C -0.497628 -2.323620 6.131040 0.0 0.0 -0.1
H 0.460427 -4.842860 8.211060 0.0 0.0 0.0
H -0.931340 -3.776456 8.415507 0.0 0.0 0.0
H 0.694761 -3.150858 8.642639 0.0 0.0 0.0
H 1.380244 -5.120999 6.032123 0.0 0.0 0.0
H 2.127487 -5.637416 3.926784 0.0 0.0 0.0
H 2.619429 -4.228350 2.998781 0.0 0.0 0.0
H 1.148991 -5.111337 2.567608 0.0 0.0 0.0
H 0.839006 -2.470249 -3.341495 0.0 0.0 0.0
H 0.340300 -4.834360 -3.918894 0.0 0.0 0.0
H -1.353151 -6.080984 -2.632640 0.0 0.0 0.0
H -2.572974 -4.985566 -0.789767 0.0 0.0 0.0
H -2.077018 -2.618868 -0.217128 0.0 0.0 0.0
H 2.197523 -0.990781 4.015491 0.0 0.0 0.0
H 4.565764 -0.352784 4.231457 0.0 0.0 0.0
H 6.103514 -0.681260 2.314654 0.0 0.0 0.0
H 5.264070 -1.603263 0.198590 0.0 0.0 0.0
H 3.622342 -2.687607 -1.046037 0.0 0.0 0.0
H 2.241347 -1.597935 -1.028128 0.0 0.0 0.0
H 2.104614 -3.207451 -0.329519 0.0 0.0 0.0
H -1.495659 -0.712584 3.342989 0.0 0.0 0.0
H -0.457710 0.177647 4.474579 0.0 0.0 0.0
H -1.997508 -0.476957 5.006989 0.0 0.0 0.0
H -1.072083 -1.722888 6.826264 0.0 0.0 0.0
N -4.704592 3.305596 -3.163112 0.0 -0.1 -0.1
C -3.444912 3.209495 -2.446966 0.1 0.1 0.1
C -3.228974 1.779878 -1.993841 0.1 0.1 0.0
O -4.264286 0.996046 -2.086672 0.1 0.0 0.0
O -2.170559 1.368501 -1.538331 0.0 -0.2 0.1
H -5.196635 4.167484 -2.973622 0.0 0.0 0.0
H -4.978059 1.557964 -2.480730 -0.1 0.1 0.0
H -4.589029 3.220498 -4.164703 0.0 0.1 0.0
H -3.490765 3.805599 -1.531414 0.0 0.0 -0.1
H -2.549677 3.547216 -2.979025 -0.1 -0.1 0.0